No. 1
Computed, not measured: 5 unconnected molecules or ions with the total composition C20H25N5 in a non-equilibrium geometry, with wB97M-V/def2-TZVPD.

CARTESIAN COORDINATES (ANGSTROEM)
C: 13.6459 -26.5341 30.8666
C: 13.2526 -28.0187 30.5827
C: 14.5188 -28.7601 31.0042
N: 15.4843 -27.8328 31.3699
C: 15.0771 -26.5430 31.2648
H: 13.0730 -25.7667 30.6084
H: 12.4014 -28.4539 30.0993
H: 14.9073 -29.7874 31.1863
H: 16.3671 -28.0472 31.7841
H: 15.6196 -25.4441 31.3555
C: 11.2431 -22.5766 37.1475
C: 10.1711 -21.4936 37.2130
C: 11.0291 -20.1726 37.1332
N: 12.3352 -20.5436 37.0849
C: 12.5630 -21.9756 37.1636
H: 10.8564 -23.5700 37.3190
H: 9.1657 -21.4233 37.1447
H: 10.5513 -19.1488 37.1546
H: 13.0620 -19.7755 37.0601
H: 13.5426 -22.4791 37.2128
C: 12.1511 -22.4846 31.9780
C: 12.7563 -21.0298 32.0268
C: 12.8595 -20.5796 33.5235
N: 12.2639 -21.6052 34.1830
C: 11.7734 -22.7362 33.4076
H: 11.9633 -23.1272 31.1301
H: 13.3178 -20.4126 31.1665
H: 13.4049 -19.7321 33.8404
H: 11.9838 -21.5804 35.0752
H: 11.2427 -23.5264 33.9205
C: 8.1291 -20.8786 29.6188
C: 7.9629 -22.2524 30.0986
C: 8.9446 -22.4875 31.3195
N: 9.6941 -21.2811 31.3082
C: 9.2196 -20.3086 30.4896
H: 7.7064 -20.4263 28.6703
H: 7.3672 -23.0093 29.5665
H: 9.2917 -23.4484 31.8593
H: 10.6883 -21.2268 31.8075
H: 9.6476 -19.1962 30.2804
C: 12.9691 -22.0227 27.0449
C: 12.3437 -23.3315 26.9680
C: 11.3230 -23.4929 28.0698
N: 11.3057 -22.1987 28.6479
C: 12.2677 -21.2669 28.1496
H: 13.7100 -21.5565 26.3621
H: 12.7213 -23.9285 26.2798
H: 10.7757 -24.3592 28.2269
H: 10.6136 -22.1185 29.4369
H: 12.5640 -20.1199 28.4428

Summary:
- Strongest force on any atom: 0.1947 hartree/bohr
- Energy relative to the best compared isomer or geometry (same formula, charge and spin): 277.8 kcal per mole
- SMILES string: c1cc[nH]c1.c1cc[nH]c1.c1cc[nH]c1.c1cc[nH]c1.c1cc[nH]c1
- HOMO energy: -7.517 eV
- Frontier orbital gap: 7.977 eV

=====

No. 2
Computed, not measured: a molecular structure, C20H25N6Os, with wB97M-V/def2-TZVPD.

CARTESIAN COORDINATES (ANGSTROEM)
Os: -0.2267 -0.3755 0.0326
C: -0.1929 -0.5093 -3.0390
N: -0.8838 0.0460 -1.8446
C: -2.1575 -0.6600 -1.5144
C: -1.1343 1.4992 -1.9774
C: -1.6683 2.0708 -3.1032
C: -1.8431 3.4586 -3.1196
C: -1.4648 4.2478 -2.0377
C: -0.9266 3.6735 -0.9023
C: -0.7895 2.2797 -0.8597
N: -0.2521 1.5112 0.1634
C: 0.4475 1.9829 1.2832
C: 0.1522 3.0949 2.0708
C: 0.9465 3.3464 3.1748
C: 2.0152 2.5106 3.4854
C: 2.3035 1.3825 2.7158
C: 1.5088 1.1167 1.6257
N: 1.7085 -0.0104 0.6900
C: 2.2790 -1.2142 1.3828
C: 2.6433 0.3931 -0.4124
H: -0.8243 -0.4126 -3.9212
H: 0.0033 -1.5649 -2.8664
H: 0.7356 0.0354 -3.1900
H: -3.0080 -0.2308 -2.0434
H: -2.3783 -0.4851 -0.4290
H: -2.0643 -1.7220 -1.7202
H: -1.9425 1.4863 -3.9713
H: -2.2605 3.9257 -4.0024
H: -1.5829 5.3215 -2.0899
H: -0.6089 4.2984 -0.0830
H: -0.7181 3.7040 1.8748
H: 0.7241 4.1914 3.8123
H: 2.6348 2.7327 4.3445
H: 3.1456 0.7596 2.9826
H: 3.2707 -0.9809 1.7657
H: 2.3713 -2.0211 0.6613
H: 1.6323 -1.5100 2.2073
H: 3.6222 0.6095 0.0160
H: 2.2606 1.2817 -0.9086
H: 2.7265 -0.4318 -1.1175
N: -2.0690 -4.8464 2.4739
C: -1.3094 -4.3507 1.5011
C: -1.1904 -2.9578 1.2587
N: -0.4231 -2.5045 0.2649
C: 0.2417 -3.3839 -0.5055
C: 0.1164 -4.7439 -0.2447
N: -0.6366 -5.2132 0.7265
H: -2.6126 -4.2737 3.0960
H: -2.1102 -5.8489 2.5883
H: -1.7264 -2.2337 1.8616
H: 0.8677 -3.0091 -1.3025
H: 0.6480 -5.4654 -0.8544

Summary:
- Strongest force on any atom: 0.0186 hartree/bohr
- Charge: +3
- HOMO energy (spin up / spin down): -17.363 / -17.363 eV
- Frontier orbital gap (spin up / spin down): 5.656 / 5.030 eV

=====

No. 3
Computed, not measured: 2 unconnected molecules or ions with the total composition C20H25NO3 in a non-equilibrium geometry, with wB97M-V/def2-TZVPD.

CARTESIAN COORDINATES (ANGSTROEM)
C: 1.2945 -2.5987 1.5766
C: 1.8773 -1.3765 1.0075
C: 2.1691 -1.3393 -0.3991
O: 2.0522 -2.3325 -1.1248
C: 2.7136 -0.0240 -0.9686
C: 2.2440 1.1572 -0.1828
O: 2.4017 0.9759 1.2561
C: 1.9673 -0.1748 1.8367
O: 1.7505 -0.1989 3.0453
H: 1.0024 -2.4126 2.6141
H: 0.4271 -2.9464 0.9919
H: 2.0436 -3.3997 1.5495
H: 3.8145 -0.0749 -0.9796
H: 2.3797 0.0680 -2.0091
H: 2.8261 2.0570 -0.4048
H: 1.1810 1.3411 -0.3922
C: 3.0275 -4.1115 8.3487
C: 3.2303 -5.2402 7.3361
C: 2.7263 -4.8953 5.9345
N: 3.1447 -3.5654 5.4865
C: 3.4556 -3.3604 4.2041
C: 4.0132 -2.1763 3.7030
C: 4.3235 -1.9720 2.3671
C: 5.1313 -0.8664 1.9159
C: 5.5172 -0.7783 0.5557
C: 6.1924 0.3328 0.0650
C: 6.5872 1.3559 0.9375
C: 6.2729 1.2633 2.2980
C: 5.5579 0.1719 2.7824
C: 2.8843 -2.4704 6.4202
C: 3.4633 -2.7520 7.8064
H: 1.9676 -4.0643 8.6301
H: 3.5966 -4.3360 9.2566
H: 4.2969 -5.4929 7.2796
H: 2.7063 -6.1412 7.6747
H: 3.1026 -5.6285 5.2124
H: 1.6244 -4.9436 5.9291
H: 3.3210 -4.2097 3.5232
H: 4.2350 -1.3832 4.4159
H: 4.1618 -2.7929 1.6615
H: 5.2507 -1.6090 -0.1054
H: 6.4185 0.3989 -1.0017
H: 7.1310 2.2202 0.5537
H: 6.5849 2.0483 2.9898
H: 5.3034 0.1210 3.8412
H: 3.2918 -1.5337 6.0343
H: 1.7909 -2.3390 6.5153
H: 3.1428 -1.9526 8.4848
H: 4.5593 -2.7083 7.7541

Summary:
- Strongest force on any atom: 0.0336 hartree/bohr
- Energy relative to the best compared isomer or geometry (same formula, charge and spin): 96.6 kcal per mole
- HOMO energy: -6.556 eV
- Frontier orbital gap: 5.227 eV

=====

No. 4
Computed, not measured: 2 unconnected molecules or ions with the total composition C20H25NO4S in a non-equilibrium geometry, with wB97M-V/def2-TZVPD.

CARTESIAN COORDINATES (ANGSTROEM)
C: 5.6666 -1.2025 -2.6813
O: 4.9956 -0.0021 -2.2303
C: 3.6364 0.0404 -2.1382
C: 3.1034 1.2450 -1.6211
C: 1.7401 1.4438 -1.5263
C: 0.7984 0.4501 -1.8844
C: -0.6366 0.6515 -1.6397
N: -1.5323 -0.3510 -1.8220
C: -2.8748 -0.0637 -2.3393
C: -1.2297 -1.7754 -1.6273
C: 1.3461 -0.6841 -2.5498
C: 2.7205 -0.9483 -2.5951
H: 6.7179 -0.9203 -2.5839
H: 5.4213 -2.0806 -2.0572
H: 5.4138 -1.4315 -3.7301
H: 3.7958 2.0198 -1.2968
H: 1.3612 2.4170 -1.1918
H: -1.0402 1.6586 -1.8381
H: -3.3716 -1.0186 -2.5622
H: -3.4739 0.4777 -1.5883
H: -2.8045 0.5533 -3.2558
H: -2.0693 -2.2556 -1.1022
H: -1.1417 -2.2820 -2.6070
H: -0.3067 -1.9049 -1.0267
H: 0.6802 -1.3923 -3.0603
H: 3.1152 -1.8804 -3.0170
C: -5.0845 -1.1861 1.6863
C: -3.7639 -1.3780 0.9808
O: -3.1764 -0.0441 0.8959
C: -1.8208 0.0459 0.9187
C: -1.4057 1.2863 0.2126
S: -0.0787 2.2054 0.7711
C: 0.4636 1.4913 2.3096
C: 1.1887 0.2983 2.3449
C: 1.7942 -0.1189 3.5346
C: 1.6396 0.6447 4.6960
C: 0.8490 1.8016 4.6770
C: 0.2626 2.2286 3.4739
O: -0.5036 3.5935 1.0722
O: -1.1010 -0.8568 1.3336
H: -5.6922 -2.0807 1.5353
H: -4.9031 -1.0655 2.7635
H: -5.6071 -0.2871 1.3129
H: -3.0749 -2.0368 1.5187
H: -3.9029 -1.7457 -0.0429
H: -2.2479 1.9408 -0.0373
H: 1.2888 -0.2985 1.4386
H: 2.3727 -1.0459 3.5404
H: 2.1296 0.3328 5.6306
H: 0.6811 2.3858 5.5760
H: -0.3383 3.1251 3.4293

Summary:
- Strongest force on any atom: 0.0481 hartree/bohr
- Energy relative to the best compared isomer or geometry (same formula, charge and spin): 123.9 kcal per mole
- HOMO energy: -7.331 eV
- Frontier orbital gap: 7.439 eV